A cluster of 2 separate species, C3H4N2S in total at a distorted geometry. Source: OMol25; level of theory: ωB97M-V/def2-TZVPD.

Geometry as XYZ:
```
10
Properties=species:S:1:pos:R:3:forces:R:3
C 0.12881 -1.14420 -0.09801 0.1 2.3 0.4
C 1.42928 -0.97599 0.18140 1.1 -3.9 -0.3
C 0.32149 1.07399 -0.23499 0.2 2.0 0.7
N -2.27201 0.69745 0.35715 0.0 -0.1 0.0
N -0.44725 0.07098 -0.32827 -2.9 -0.2 0.1
S 1.96047 0.58542 0.12399 0.0 1.8 -0.2
H -0.44162 -1.98441 0.12926 -0.9 -1.3 -0.4
H 2.01910 -1.91874 0.24383 0.1 1.4 0.4
H -0.19759 2.08304 -0.10565 1.6 -1.3 -0.5
H -2.50067 1.51246 -0.26870 0.6 -0.7 -0.1
```
Positions in Å, forces in eV/Å.

Computed properties:
E_LUMO (alpha / beta), eV: 0.3321 / 0.3650
Energy relative to the best compared isomer or geometry (same formula, charge and spin), kJ/mol: 546.36
Charge: 0
Kohn-Sham gap (alpha / beta), eV: 8.699 / 8.779

Charges in e, computed with natural (NBO), in the same order as the atoms: -0.05, -0.47, -0.12, -0.51, -0.31, 0.47, 0.23, 0.26, 0.26, 0.25